Record 1
Here is a structure of composition C40H49Cl5CrFN7 from OMol25. Energies are from ωB97M-V/def2-TZVPD.

Positions of all 103 atoms, in Å:
Cr  0.603  1.848  -0.185
C  -1.676  -1.936  -3.147
C  -2.500  -1.497  -1.938
C  -3.976  -1.441  -2.348
C  -2.289  -2.386  -0.726
C  -2.197  -3.754  -0.919
C  -2.063  -4.625  0.149
C  -2.080  -4.103  1.425
C  -2.161  -2.733  1.679
C  -2.382  -2.376  3.156
C  -2.551  -0.909  3.526
C  -1.297  -2.962  4.069
C  -2.190  -1.832  0.587
N  -2.020  -0.451  0.742
C  -3.060  0.371  0.596
C  -4.433  0.055  0.828
C  -5.442  0.995  0.750
C  -5.185  2.327  0.429
C  -3.867  2.690  0.172
C  -2.892  1.734  0.260
F  -1.576  2.154  -0.056
H  -1.755  -1.194  -3.948
H  -2.026  -2.885  -3.558
H  -0.629  -2.048  -2.877
H  -2.169  -0.496  -1.659
H  -4.337  -2.450  -2.563
H  -4.104  -0.834  -3.249
H  -4.598  -1.015  -1.565
H  -2.242  -4.158  -1.924
H  -1.973  -5.692  -0.012
H  -2.063  -4.792  2.262
H  -3.325  -2.873  3.415
H  -1.630  -0.363  3.346
H  -2.786  -0.846  4.592
H  -3.351  -0.417  2.975
H  -0.332  -2.511  3.831
H  -1.191  -4.041  3.973
H  -1.527  -2.742  5.114
H  -4.667  -0.973  1.081
H  -6.462  0.685  0.949
H  -5.979  3.057  0.372
H  -3.598  3.702  -0.105
C  -0.636  2.092  2.684
N  0.688  1.763  3.186
C  1.231  2.766  4.090
C  1.496  0.887  2.531
N  1.189  0.514  1.306
C  1.514  -0.751  0.762
C  1.829  -1.828  1.589
C  2.058  -3.098  1.097
C  1.929  -3.321  -0.260
C  1.577  -2.274  -1.093
C  1.388  -0.973  -0.633
N  0.939  0.089  -1.476
C  1.159  0.162  -2.763
N  2.156  -0.577  -3.453
C  3.287  0.190  -3.951
C  1.837  -1.723  -4.284
N  0.473  1.065  -3.516
C  0.613  1.170  -4.959
C  -0.523  1.955  -2.961
N  2.612  0.510  3.230
C  2.532  0.122  4.627
C  3.837  0.134  2.559
H  -1.298  2.268  3.533
H  -1.035  1.276  2.081
H  -0.604  3.012  2.091
H  0.721  2.733  5.054
H  1.080  3.760  3.659
H  2.294  2.611  4.244
H  1.850  -1.671  2.657
H  2.288  -3.908  1.777
H  2.061  -4.312  -0.674
H  1.392  -2.503  -2.121
H  3.345  1.152  -3.446
H  3.218  0.370  -5.032
H  4.216  -0.348  -3.755
H  0.891  -2.174  -3.998
H  2.622  -2.477  -4.177
H  1.776  -1.468  -5.351
H  1.051  0.278  -5.385
H  1.221  2.034  -5.240
H  -0.380  1.289  -5.395
H  -0.159  2.411  -2.043
H  -1.462  1.444  -2.740
H  -0.702  2.768  -3.661
H  1.545  0.338  5.026
H  3.282  0.650  5.221
H  2.719  -0.953  4.724
H  3.820  0.491  1.535
H  3.987  -0.949  2.546
H  4.677  0.598  3.083
Cl  4.237  0.849  -0.912
C  3.690  2.496  -0.981
C  2.388  2.794  -0.597
C  2.074  4.141  -0.631
Cl  0.416  4.497  -0.137
C  2.915  5.167  -1.029
Cl  2.393  6.804  -1.022
C  4.200  4.817  -1.436
Cl  5.292  6.035  -1.962
C  4.589  3.476  -1.409
Cl  6.181  3.051  -1.909

Values from the calculation:
**E_HOMO (alpha / beta)**: -6.016 / -6.019 eV
**Energy relative to the best compared isomer or geometry (same formula, charge and spin)**: 0.00 kJ/mol
**2S+1**: 5
**Charge**: 0

Record 2
Here is a structure of composition C5H6O3Sm in a non-equilibrium geometry from OMol25. Energies are from ωB97M-V/def2-TZVPD.

Positions of all 15 atoms, in Å:
C  -4.121  0.423  0.057
C  -2.902  0.065  -0.719
C  -1.934  -0.774  0.118
C  -0.751  -0.401  0.492
O  0.268  -0.031  0.977
Sm  2.958  0.071  1.599
H  -4.990  -0.237  0.061
H  -4.098  1.260  0.756
H  -2.379  0.966  -1.067
H  -3.162  -0.532  -1.604
H  -2.237  -1.763  0.476
O  7.044  -0.030  -0.352
O  5.052  -0.133  0.624
C  5.861  0.258  -0.299
H  5.391  0.858  -1.120

Values from the calculation:
**E_HOMO (alpha / beta)**: -11.549 / -12.213 eV
**2S+1**: 8
**Charge**: +1

Record 3
Here is a structure of composition C32H49ClNO2PPdS2 in a non-equilibrium geometry from OMol25. Energies are from ωB97M-V/def2-TZVPD.

Positions of all 89 atoms, in Å:
Pd  0.758  0.619  0.854
P  0.671  1.090  -1.268
Cl  1.767  2.611  1.433
C  -3.480  -1.054  2.914
H  -3.423  -1.191  3.998
H  -4.346  -0.433  2.654
C  2.394  1.304  -1.902
C  -0.171  2.730  -1.455
C  2.600  1.095  -3.407
H  2.606  2.363  -1.660
C  4.032  1.496  -3.785
H  2.436  0.036  -3.660
H  1.884  1.684  -3.999
C  5.095  0.775  -2.946
H  4.195  1.296  -4.851
H  4.138  2.580  -3.641
C  4.817  0.830  -1.440
H  5.143  -0.276  -3.261
H  6.079  1.210  -3.154
C  3.371  0.438  -1.102
H  5.507  0.168  -0.906
H  4.994  1.849  -1.072
H  3.211  -0.620  -1.355
H  3.181  0.565  -0.023
C  -0.255  -0.228  -2.167
C  -1.665  2.604  -1.148
H  0.307  3.312  -0.643
C  -2.350  3.980  -1.158
H  -2.141  1.956  -1.900
H  -1.815  2.125  -0.169
C  -2.069  4.782  -2.434
H  -3.430  3.845  -1.032
H  -1.992  4.551  -0.290
C  -0.582  4.818  -2.807
H  -2.644  4.354  -3.265
H  -2.430  5.809  -2.302
C  0.089  3.439  -2.789
H  -0.456  5.265  -3.799
H  -0.053  5.462  -2.092
H  -0.298  2.826  -3.618
H  1.168  3.561  -2.960
C  0.495  -1.559  -2.051
H  -1.199  -0.312  -1.589
C  -0.374  -2.708  -2.574
H  1.432  -1.508  -2.628
H  0.780  -1.756  -1.006
C  -0.880  -2.458  -4.001
H  0.203  -3.641  -2.539
H  -1.233  -2.837  -1.898
C  -1.489  -1.064  -4.199
H  -0.044  -2.589  -4.701
H  -1.625  -3.219  -4.259
C  -0.628  0.072  -3.624
H  -1.653  -0.880  -5.268
H  -2.476  -1.030  -3.717
H  0.285  0.186  -4.227
H  -1.180  1.019  -3.701
C  -1.943  -1.644  1.239
C  -3.256  -2.217  2.049
H  -2.229  -1.314  0.227
C  -2.980  -3.548  2.737
H  -4.067  -2.301  1.315
C  -1.604  -3.551  3.407
H  -3.758  -3.751  3.485
H  -3.032  -4.343  1.985
C  -0.455  -3.423  2.407
H  -1.549  -2.740  4.147
H  -1.469  -4.488  3.966
C  -0.679  -2.444  1.234
H  0.474  -3.159  2.933
H  -0.265  -4.419  1.975
H  0.189  -1.760  1.148
H  -0.689  -3.022  0.297
O  2.767  0.538  4.088
S  1.834  -0.529  3.878
O  2.291  -1.820  3.419
N  0.495  -0.012  2.830
C  -0.682  -0.235  3.375
S  -2.030  -0.050  2.244
C  -0.641  -0.462  4.807
C  -1.670  -0.534  5.760
C  -1.359  -0.941  7.060
C  -0.035  -1.226  7.427
C  1.002  -1.115  6.492
C  0.685  -0.703  5.203
H  -2.674  -0.217  5.480
H  -2.158  -1.038  7.797
H  0.193  -1.534  8.447
H  2.039  -1.340  6.733

Values from the calculation:
**E_HOMO (alpha / beta)**: -4.359 / -8.566 eV
**Energy relative to the best compared isomer or geometry (same formula, charge and spin)**: 4.29 kJ/mol
**2S+1**: 5
**Charge**: 0

Record 4
Here is a cluster of 5 separate species, C3H16NO4 in total in a non-equilibrium geometry from OMol25. Energies are from ωB97M-V/def2-TZVPD.

Positions of all 24 atoms, in Å:
C  -0.805  0.048  1.863
C  -0.914  0.693  0.518
C  1.495  0.655  0.430
N  0.430  1.382  0.373
H  0.132  -0.076  2.357
H  -1.494  0.628  2.491
H  -1.324  -0.871  1.812
H  -1.157  0.191  -0.344
H  -1.612  1.495  0.604
H  2.434  1.123  0.476
H  1.439  -0.424  0.473
H  0.271  2.408  0.144
H  -1.609  4.104  -0.567
H  -1.165  3.157  -1.431
O  -1.285  3.248  -0.508
H  3.654  -1.812  0.761
H  3.859  -1.471  -0.697
O  3.241  -1.590  -0.004
H  -3.715  -1.831  0.507
H  -3.449  -2.155  -1.006
O  -3.078  -1.780  -0.208
H  1.491  -2.879  -1.661
H  1.049  -2.072  -2.860
O  1.062  -2.074  -1.847

Values from the calculation:
**E_HOMO**: -14.286 eV
**Energy relative to the best compared isomer or geometry (same formula, charge and spin)**: 228.54 kJ/mol
**Charge**: +1

Record 5
Here is an isolated molecule of C5H6O in a non-equilibrium geometry from OMol25. Energies are from ωB97M-V/def2-TZVPD.

Positions of all 12 atoms, in Å:
O  1.648  -1.520  0.371
C  1.065  -0.562  -0.038
C  0.716  0.753  0.754
C  -0.717  0.353  0.890
C  -1.179  -0.225  -0.229
C  -0.129  -0.340  -1.271
H  0.907  1.592  0.074
H  1.220  0.943  1.705
H  -1.167  0.228  1.864
H  -2.085  -0.820  -0.277
H  -0.458  -0.999  -2.094
H  0.177  0.596  -1.749

Values from the calculation:
**E_HOMO**: -9.463 eV
**Energy relative to the best compared isomer or geometry (same formula, charge and spin)**: 141.50 kJ/mol
**Charge**: 0
**Structure (SMILES)**: O=C1CC=CC1

Record 6
Here is a structure of composition C15H15EuN2O6 in a non-equilibrium geometry from OMol25. Energies are from ωB97M-V/def2-TZVPD.

Positions of all 39 atoms, in Å:
O  0.547  4.930  -5.444
C  0.465  3.803  -5.612
Eu  -0.090  -0.699  -3.509
C  0.251  -2.954  -4.916
O  0.208  -3.932  -5.524
C  0.798  -0.251  -6.071
O  0.597  -0.790  -7.160
C  2.101  -0.557  -5.408
O  2.990  0.249  -5.351
C  -2.327  -0.308  -5.337
O  -3.404  -0.327  -5.730
H  0.204  0.606  -5.526
C  -2.759  -1.353  3.835
C  -1.263  -1.359  4.121
N  -0.455  -0.529  3.212
C  -0.485  0.912  3.546
C  0.339  1.198  4.779
C  -0.326  -0.996  1.918
O  -0.819  -2.074  1.578
C  0.500  -0.194  0.954
C  1.682  0.440  1.339
C  2.410  1.153  0.378
C  1.980  1.084  -0.955
N  0.931  0.314  -1.348
C  0.173  -0.287  -0.408
H  -3.167  -0.331  3.828
H  -3.262  -1.940  4.614
H  -2.949  -1.831  2.866
H  -1.082  -0.973  5.131
H  -0.881  -2.386  4.039
H  -0.119  1.507  2.706
H  -1.533  1.177  3.729
H  1.341  0.767  4.693
H  0.463  2.275  4.893
H  -0.147  0.812  5.677
H  2.023  0.337  2.367
H  3.315  1.712  0.618
H  2.450  1.657  -1.762
H  -0.701  -0.864  -0.761

Values from the calculation:
**E_HOMO (alpha / beta)**: -14.136 / -14.137 eV
**2S+1**: 7
**Charge**: +2